(1)
Molecular formula: C4H4O
Method: DFT, ωB97M-V/def2-TZVPD

The geometry in ORCA input format:
```
! wB97M-V def2-TZVPD RIJCOSX def2/J DEFGRID3
* xyz 0 1
C 1.44696 0.11647 -0.33540
C 2.42522 -0.50227 0.31457
C -1.65608 -0.41823 0.51901
C 1.18744 -0.23605 0.99772
O -1.20693 -0.24094 -0.57441
H 0.98306 0.19242 -1.20957
H 3.48214 -0.79936 0.28546
H -1.09954 -0.20654 1.38275
H -2.68783 -0.63684 0.76875
*
```

## Properties
**LUMO energy**: 0.983 eV
**HOMO level**: -0.327 hartree
**SMILES**: C1=CC=1.C=O

(2)
Molecular formula: C4H4O
Method: DFT, ωB97M-V/def2-TZVPD

The geometry in ORCA input format:
```
! wB97M-V def2-TZVPD RIJCOSX def2/J DEFGRID3
* xyz 0 1
C 0.45984 -0.76039 0.73429
C -0.71063 0.88819 -0.33312
C -0.38997 -0.56773 -0.48073
C 0.76671 0.51690 -0.06581
O 0.41791 -0.68830 -1.45707
H 0.12967 -0.71469 1.74225
H 1.34091 -1.29205 0.53598
H -0.81463 1.45727 -1.21627
H -1.19980 1.16081 0.54048
*
```

## Properties
**LUMO energy**: 0.611 eV
**HOMO level**: -0.376 hartree

(3)
Molecular formula: C4H4O
Method: DFT, ωB97M-V/def2-TZVPD

The geometry in ORCA input format:
```
! wB97M-V def2-TZVPD RIJCOSX def2/J DEFGRID3
* xyz 0 1
C 0.81928 0.64306 -0.28796
C 0.86476 -0.68324 -0.31697
C -0.61049 0.84371 0.28479
C -0.70964 -0.64186 0.36932
O -1.52388 0.04200 -0.45679
H 1.55489 1.17278 -0.81571
H 1.62904 -1.23118 -0.81116
H -1.06212 1.35330 1.09281
H -0.96185 -1.49858 0.94167
*
```

## Properties
**LUMO energy**: 1.232 eV
**HOMO level**: -0.350 hartree
**SMILES**: C1=C[C@H]2O[C@@H]12

Among the structures above, stability is greatest for (3).